Molecular formula: C7H7BrOS
Method: DFT, wB97M-V/def2-TZVPD

HOMO level (alpha / beta): -9.1 / -8.8 eV
HOMO-LUMO gap (alpha / beta): 0.2660 / 0.2888 hartree
energy relative to the best compared isomer or geometry (same formula, charge and spin): 139.09 kcal per mole
E: -3318.0929 hartree
charge: 0

XYZ file:
```
17
Properties=species:S:1:pos:R:3:mulliken_charge:R:1
C 1.18 1.37 0.89 -0.1853
C 0.76 1.01 -0.31 -0.5296
C 0.86 0.88 2.18 -0.4174
C -0.23 0.08 -0.82 1.8870
C -0.49 -1.11 -0.33 -0.8326
C 0.35 -0.21 2.60 -0.1813
C -0.83 0.57 -2.15 -1.4263
O -2.14 -2.68 0.79 -0.4540
S -1.27 -2.57 -0.35 0.1963
Br 0.76 -3.72 0.17 -0.2107
H 1.93 2.10 0.88 0.3766
H 1.19 1.78 -0.93 0.2513
H 1.16 1.58 2.98 0.2394
H -0.21 -0.87 1.85 0.1360
H -0.28 0.12 -2.96 0.3510
H -0.91 1.60 -2.24 0.4493
H -1.82 0.05 -2.24 0.3503
```